1.
C30H82N12O13 | the ωB97M-V functional and the def2-TZVPD basis

Frontier orbital gap   8.88 eV
SMILES   COCCNCCOC.COCCNCCOC.COCCNCCOC.COCCNCCOC.NC(N)=O.NC(N)=O.NC(N)=O.NC(N)=O.CCO
DFT total energy   -2827.38973 Eh

The geometry in ORCA input format:
```
! RIJCOSX wB97M-V def2-TZVPD def2/J DEFGRID3
* xyz 0 1
H -11.802 27.487 0.717
H -13.676 24.034 3.674
H -11.344 18.943 3.735
H -13.441 26.163 1.205
H -16.067 19.477 -6.325
C -11.380 26.219 -4.101
C -10.441 21.060 -4.902
C -19.391 31.164 -4.320
H -18.536 33.525 -3.228
H -14.511 27.722 2.917
H -13.846 25.150 5.080
C -19.606 33.290 -3.298
H -13.881 21.004 -0.524
H -8.944 18.633 3.737
C -15.798 30.779 -3.239
H -15.458 31.813 -3.402
H -9.831 16.728 6.686
H -11.702 25.544 -3.303
H -11.139 18.526 0.892
H -13.774 20.174 -6.328
C -9.356 16.689 5.705
C -15.027 22.937 5.662
H -16.778 25.675 -6.102
H -10.622 25.230 -0.653
H -15.101 27.133 -0.813
C -13.241 23.732 -1.387
H -12.195 26.802 -6.103
H -18.739 20.409 -3.144
C -12.125 27.696 1.746
H -13.347 26.427 -4.734
C -12.128 30.038 1.647
N -17.260 30.723 -3.247
C -9.270 26.761 -0.307
H -17.987 22.673 -3.453
C -12.835 19.716 1.619
H -16.720 27.586 -4.987
H -17.612 30.498 -5.290
H -13.970 19.454 -1.414
C -9.938 16.765 3.409
H -15.525 30.260 -4.163
O -11.276 27.561 -3.611
H -18.194 19.565 -1.611
H -15.846 26.129 3.908
H -16.828 24.164 -5.208
H -15.261 25.343 2.408
H -9.881 21.190 -2.941
N -8.388 27.175 0.648
O -9.525 27.386 -1.333
H -10.766 20.405 -6.822
H -14.899 28.638 0.024
H -14.090 24.103 -3.205
H -14.291 23.276 6.399
H -12.445 25.157 -5.575
C -13.026 26.533 2.166
H -10.185 19.181 -5.748
H -13.153 22.745 -6.190
O -15.869 25.196 -3.121
N -10.801 19.079 2.884
H -13.874 20.978 -4.798
H -17.942 23.565 -1.929
C -15.275 30.160 -1.991
O -15.389 28.751 -2.040
H -12.428 25.676 2.488
C -13.429 20.015 -0.658
H -12.360 20.169 -0.817
C -15.633 19.752 -5.354
H -14.407 23.409 -5.226
H -14.584 22.138 5.058
H -9.134 18.211 2.024
H -12.465 20.731 1.454
C -14.234 22.948 -6.210
C -18.279 22.644 -2.397
O -15.023 21.799 -6.328
H -16.682 18.718 -3.191
O -19.852 31.903 -3.208
O -17.719 21.524 -1.746
O -12.895 28.865 1.777
H -14.371 23.729 -6.956
N -16.342 27.156 -4.162
C -11.728 18.696 1.799
O -10.383 16.691 4.744
H -11.197 27.746 2.331
N -10.554 20.103 -5.890
N -13.352 23.598 -2.737
C -17.952 20.280 -2.397
H -11.465 29.990 0.776
C -16.682 19.807 -3.099
N -14.021 26.869 3.138
H -20.118 33.745 -2.453
H -13.436 19.696 2.533
H -14.100 24.790 0.101
C -14.965 25.785 3.373
H -9.190 19.837 -3.805
H -19.752 30.149 -4.133
H -19.976 33.733 -4.229
H -15.900 22.591 6.212
H -8.795 15.748 5.676
H -10.587 27.514 -2.931
N -14.262 24.425 -0.817
H -15.952 27.717 -3.403
N -16.622 25.142 -5.268
H -17.517 32.147 -4.827
H -8.700 17.558 5.614
N -9.875 25.556 -0.058
H -8.140 26.574 1.411
O -13.672 19.290 0.555
H -12.204 17.739 2.046
H -19.371 22.583 -2.324
C -14.728 28.148 -0.939
C -16.237 25.804 -4.131
H -7.752 27.902 0.374
H -15.252 18.806 -4.960
C -12.399 26.196 -5.225
H -10.391 25.876 -4.432
H -12.806 22.901 -3.214
H -13.657 28.134 -1.167
H -15.084 24.629 -1.363
O -15.461 23.959 4.790
H -9.496 24.880 0.580
C -17.892 31.169 -4.466
O -12.249 23.366 -0.741
N -16.667 20.289 -4.510
C -14.362 24.677 4.234
H -15.829 20.210 -2.547
H -11.471 30.169 2.521
H -17.697 31.196 -2.465
N -9.775 20.650 -3.780
H -10.734 16.358 2.787
O -11.002 22.141 -4.987
H -12.798 30.894 1.644
H -16.688 21.298 -4.433
H -19.888 31.450 -5.257
H -14.219 30.418 -1.800
C -14.489 20.680 -5.658
C -9.630 18.214 3.000
H -15.748 30.547 -1.076
H -9.037 16.162 3.226
*
```



2.
C23H14Br2N2OPdS | the ωB97M-V functional and the def2-TZVPD basis

Frontier orbital gap   6.30 eV
ΔE to the lowest compared entry with this formula, charge and spin   122.4 kJ/mol
DFT total energy   -6743.72591 Eh

The geometry in ORCA input format:
```
! RIJCOSX wB97M-V def2-TZVPD def2/J DEFGRID3
* xyz 0 1
H 3.114 0.948 -2.276
C -2.319 4.695 -0.626
H -1.582 4.927 1.381
H -2.963 4.147 -2.600
H 0.636 -1.383 2.403
C 2.182 0.732 -1.757
C -1.439 2.054 -0.437
C -1.129 -4.734 -2.250
C -1.738 -3.834 -1.357
Br 0.834 -5.680 -4.043
C 1.476 0.134 5.345
C 1.015 1.413 5.106
H -2.661 5.717 -0.710
C 0.029 -2.265 -1.754
C -2.045 2.495 -1.595
C -0.649 2.354 1.787
C 0.758 -0.619 3.159
H 2.371 -3.388 -3.930
C 2.356 -1.494 -2.962
C 1.853 -2.729 -3.244
C 1.671 -0.641 -2.078
S -0.257 3.155 3.269
C -1.282 2.935 0.629
C 0.296 0.671 2.908
H 3.279 -1.159 -3.420
O -1.723 -1.764 -0.203
H 1.441 1.479 -2.037
N -0.319 1.104 1.740
H -2.185 1.820 -2.431
H 1.942 -0.094 6.296
C 0.420 1.672 3.873
C -1.200 -2.592 -1.046
H 1.712 -1.869 4.602
Pd -0.788 0.221 -0.162
C 0.654 -3.163 -2.646
C 0.038 -4.416 -2.873
N 0.550 -1.029 -1.501
H -1.598 -5.691 -2.437
C 1.347 -0.875 4.381
H 1.112 2.191 5.853
C -1.716 4.254 0.540
Br -3.353 -4.332 -0.525
C -2.486 3.810 -1.688
H 2.345 0.821 -0.684
*
```



3.
C4H11NO3 | the ωB97M-V functional and the def2-TZVPD basis

Frontier orbital gap   10.79 eV
SMILES   NC(=O)CCCO.O
ΔE to the lowest compared entry with this formula, charge and spin   163.7 kJ/mol
DFT total energy   -439.46357 Eh

The geometry in ORCA input format:
```
! RIJCOSX wB97M-V def2-TZVPD def2/J DEFGRID3
* xyz 0 1
O 1.005 -0.877 3.010
H -1.014 0.577 1.377
C 0.086 1.400 -0.536
H 0.149 -0.842 3.444
N 0.350 -1.985 -1.741
C -1.212 0.875 0.280
H 1.512 0.337 -1.943
H 0.782 -1.871 -2.583
H 0.476 2.372 -0.225
C 1.050 0.302 -0.938
C 0.447 -1.095 -0.677
H -0.001 -2.932 -1.647
O -1.980 2.052 0.323
H -1.709 0.114 -0.313
H 0.961 -1.307 2.139
H -2.418 2.228 1.207
H 1.900 0.334 -0.193
O 0.096 -1.402 0.458
H -0.481 1.719 -1.441
*
```